--- one ---
{"formula": "C3H3N5O", "method": "wB97M-V/def2-TZVPD", "multiplicity": 1, "homo_ev": -10.114, "gap_ev": 8.670, "lumo_energy_ev": -1.444, "elements": ["C", "C", "C", "H", "H", "H", "N", "N", "N", "N", "N", "O"], "positions_angstrom": [[0.66, 1.49, -0.77], [-0.52, -0.25, -0.04], [0.52, -0.84, 0.69], [0.24, 2.27, -2.46], [1.38, 1.49, 0.09], [1.49, -0.46, 0.53], [0.90, 2.37, -1.70], [-0.48, 0.73, -0.83], [0.37, -1.74, 1.61], [-1.92, -1.82, 0.98], [-1.78, -0.98, 0.10], [-0.84, -2.26, 1.80]]}

***

--- two ---
{"formula": "C3H3N5O", "method": "wB97M-V/def2-TZVPD", "multiplicity": 1, "homo_ev": -9.767, "gap_ev": 7.920, "lumo_energy_ev": -1.848, "elements": ["C", "C", "C", "H", "H", "H", "N", "N", "N", "N", "N", "O"], "positions_angstrom": [[0.19, -0.33, -0.15], [-0.26, 0.11, 1.10], [0.08, 0.41, -1.46], [0.73, -1.99, 1.38], [0.19, -0.40, 1.93], [0.24, -0.34, -2.29], [0.67, -1.59, -0.42], [-1.18, 1.04, 1.30], [-1.32, 1.66, 0.08], [-0.21, 2.13, -0.43], [-0.20, 1.67, -1.72], [1.08, -2.37, 0.67]]}

***

Which structure is most stable? one, by 0.0945 hartree over the runner-up.

***

--- one ---
{"formula": "C20H28N2O3", "method": "wB97M-V/def2-TZVPD", "multiplicity": 1, "homo_ev": -8.890, "gap_ev": 9.586, "lumo_energy_ev": 0.697, "elements": ["O", "C", "N", "C", "H", "H", "C", "C", "O", "N", "C", "H", "H", "C", "C", "C", "C", "H", "H", "H", "H", "H", "H", "C", "O", "H", "H", "H", "C", "C", "C", "C", "C", "C", "C", "H", "H", "H", "H", "H", "H", "H", "H", "H", "C", "H", "C", "H", "C", "H", "H", "H", "H"], "positions_angstrom": [[1.30, 2.05, -2.09], [1.50, 2.26, -0.91], [2.51, 1.73, -0.19], [3.50, 0.84, -0.75], [4.30, 0.71, -0.02], [3.90, 1.30, -1.66], [2.88, -0.51, -1.11], [2.52, -1.28, 0.16], [3.14, -1.10, 1.19], [1.54, -2.21, 0.08], [0.56, -2.37, -0.97], [0.45, -3.45, -1.15], [0.90, -1.92, -1.90], [-0.80, -1.78, -0.55], [-1.23, -2.48, 0.75], [-0.14, -2.44, 1.83], [1.18, -2.95, 1.27], [1.10, -4.01, 1.01], [1.98, -2.82, 2.00], [-0.44, -3.05, 2.68], [0.00, -1.42, 2.18], [-1.47, -3.52, 0.53], [-2.14, -2.00, 1.15], [-1.81, -2.11, -1.67], [-3.14, -1.78, -1.40], [-3.43, -2.25, -0.61], [-1.55, -1.55, -2.57], [-1.73, -3.19, -1.91], [-0.64, -0.26, -0.38], [-1.88, 0.48, 0.04], [-2.70, 1.08, -0.92], [-3.83, 1.77, -0.54], [-4.17, 1.89, 0.79], [-3.35, 1.32, 1.76], [-2.22, 0.62, 1.38], [-1.58, 0.19, 2.14], [-3.60, 1.41, 2.80], [-5.06, 2.43, 1.09], [-4.46, 2.22, -1.30], [-2.44, 1.00, -1.96], [-0.31, 0.15, -1.34], [0.15, -0.08, 0.35], [3.61, -1.11, -1.66], [2.03, -0.32, -1.75], [2.51, 2.11, 1.20], [3.31, 2.85, 1.39], [1.12, 2.73, 1.41], [0.43, 1.98, 1.81], [0.68, 3.14, 0.01], [0.94, 4.18, -0.21], [-0.38, 3.01, -0.17], [1.15, 3.56, 2.11], [2.69, 1.24, 1.83]]}

***

--- two ---
{"formula": "C20H28N2O3", "method": "wB97M-V/def2-TZVPD", "multiplicity": 1, "homo_ev": -7.964, "gap_ev": 8.765, "lumo_energy_ev": 0.802, "elements": ["C", "C", "C", "C", "O", "C", "C", "C", "C", "C", "C", "H", "H", "N", "C", "O", "C", "O", "N", "H", "C", "H", "H", "C", "C", "C", "C", "C", "C", "C", "H", "H", "H", "H", "H", "H", "H", "H", "H", "H", "H", "H", "H", "H", "H", "H", "H", "H", "H", "H", "H", "H", "H"], "positions_angstrom": [[5.62, 5.94, -3.78], [5.96, 4.51, -4.15], [4.71, 3.65, -4.26], [5.04, 2.20, -4.65], [3.89, 1.39, -4.77], [3.24, 0.97, -3.65], [3.68, 1.14, -2.34], [2.93, 0.65, -1.28], [1.73, -0.01, -1.51], [1.29, -0.19, -2.82], [2.04, 0.30, -3.87], [1.71, 0.17, -4.89], [0.36, -0.70, -3.00], [1.00, -0.46, -0.41], [-0.19, -1.08, -0.35], [-0.93, -1.40, -1.27], [-0.58, -1.33, 1.11], [0.15, -0.99, 2.03], [-1.76, -1.94, 1.22], [-2.24, -2.12, 0.34], [-2.43, -2.22, 2.47], [-1.71, -2.00, 3.26], [-2.71, -3.28, 2.50], [-3.68, -1.35, 2.62], [-4.49, -1.60, 3.86], [-4.11, -2.37, 4.87], [-4.93, -2.61, 6.10], [-6.38, -2.17, 5.92], [-6.41, -0.79, 5.27], [-5.82, -0.88, 3.87], [-6.51, -1.41, 3.21], [-5.69, 0.13, 3.46], [-5.82, -0.10, 5.87], [-7.43, -0.41, 5.22], [-6.91, -2.88, 5.28], [-6.89, -2.15, 6.88], [-4.48, -2.07, 6.93], [-4.89, -3.68, 6.36], [-3.16, -2.87, 4.86], [-3.37, -0.30, 2.61], [-4.32, -1.50, 1.75], [1.41, -0.30, 0.51], [3.28, 0.79, -0.27], [4.61, 1.64, -2.12], [5.75, 1.77, -3.93], [5.50, 2.18, -5.64], [4.04, 4.06, -5.02], [4.17, 3.66, -3.31], [6.63, 4.08, -3.40], [6.49, 4.49, -5.11], [4.98, 6.39, -4.53], [6.53, 6.54, -3.70], [5.11, 5.98, -2.82]]}

***

Which structure is most stable? one, by 0.0232 hartree over the runner-up.

***

--- one ---
{"formula": "C20H20N2O4S", "method": "wB97M-V/def2-TZVPD", "multiplicity": 1, "homo_ev": -8.262, "gap_ev": 8.659, "lumo_energy_ev": 0.397, "elements": ["C", "C", "O", "C", "C", "C", "C", "C", "C", "H", "H", "C", "C", "N", "N", "C", "S", "C", "C", "O", "C", "C", "C", "C", "C", "C", "H", "H", "O", "C", "H", "H", "H", "H", "H", "H", "H", "O", "H", "H", "H", "H", "H", "H", "H", "H", "H"], "positions_angstrom": [[-4.30, 0.70, -3.73], [-3.27, 1.45, -2.89], [-1.94, 1.13, -3.25], [-1.38, -0.04, -2.83], [-1.99, -0.98, -2.00], [-1.29, -2.11, -1.61], [0.01, -2.33, -2.03], [0.61, -1.39, -2.87], [-0.08, -0.27, -3.27], [0.38, 0.47, -3.91], [1.63, -1.54, -3.19], [0.81, -3.49, -1.48], [1.18, -3.03, -0.12], [2.13, -2.21, 0.19], [1.97, -1.88, 1.48], [0.92, -2.52, 1.89], [0.14, -2.31, 3.43], [0.30, -0.49, 3.40], [-0.31, 0.03, 2.10], [-1.13, -0.62, 1.49], [0.19, 1.32, 1.60], [0.86, 2.25, 2.39], [1.30, 3.44, 1.85], [1.10, 3.72, 0.50], [0.44, 2.78, -0.30], [-0.02, 1.61, 0.25], [-0.52, 0.88, -0.36], [0.29, 3.00, -1.34], [1.51, 4.85, -0.13], [2.21, 5.82, 0.60], [1.60, 6.23, 1.42], [2.44, 6.61, -0.11], [3.14, 5.42, 1.01], [1.80, 4.15, 2.49], [1.01, 2.07, 3.44], [-0.26, -0.12, 4.26], [1.35, -0.24, 3.49], [0.37, -3.29, 0.93], [1.70, -3.68, -2.07], [0.20, -4.40, -1.41], [-1.76, -2.81, -0.94], [-2.99, -0.84, -1.63], [-3.35, 2.52, -3.07], [-3.44, 1.27, -1.82], [-4.14, 0.92, -4.78], [-4.22, -0.38, -3.59], [-5.30, 1.01, -3.45]]}

***

--- two ---
{"formula": "C20H20N2O4S", "method": "wB97M-V/def2-TZVPD", "multiplicity": 1, "homo_ev": -7.729, "gap_ev": 7.869, "lumo_energy_ev": 0.140, "elements": ["C", "H", "O", "C", "C", "C", "C", "C", "C", "H", "N", "C", "O", "C", "N", "C", "C", "C", "C", "C", "C", "C", "C", "S", "H", "H", "H", "H", "H", "C", "H", "H", "C", "C", "O", "O", "H", "H", "H", "H", "H", "H", "H", "H", "H", "H", "H"], "positions_angstrom": [[4.14, -4.02, -0.79], [4.66, -3.27, -0.13], [3.03, -4.66, -0.33], [2.14, -4.05, 0.31], [1.33, -4.80, 0.83], [0.11, -4.34, 1.58], [-0.02, -3.00, 1.74], [0.95, -2.15, 0.85], [2.05, -2.78, 0.26], [2.79, -2.05, -0.07], [0.69, -0.86, 0.86], [-0.20, -0.04, 1.13], [-0.99, -0.18, 1.84], [-0.11, 1.51, 0.78], [-1.13, 1.93, -0.02], [-2.09, 2.81, 0.54], [-3.06, 2.88, -0.33], [-2.91, 1.69, -1.21], [-1.81, 1.26, -1.06], [-1.14, -0.03, -1.45], [-1.56, -1.22, -1.83], [-0.84, -2.28, -2.27], [0.37, -1.63, -2.62], [0.49, -0.04, -2.00], [1.30, -2.05, -3.36], [-1.03, -3.06, -2.60], [-2.46, -1.38, -1.37], [-3.70, 1.38, -2.20], [-4.01, 3.37, -0.34], [-1.90, 3.93, 1.58], [-2.94, 4.11, 1.85], [-1.15, 3.53, 2.18], [-1.36, 5.23, 0.94], [0.25, 5.09, 0.54], [1.01, 4.34, 1.03], [0.21, 5.86, -0.58], [1.40, 5.86, -0.93], [-1.46, 5.93, 1.95], [-1.94, 5.54, 0.09], [0.02, 2.00, 1.68], [0.83, 1.70, 0.32], [1.51, -0.51, 0.62], [-0.88, -2.55, 2.05], [-0.61, -4.93, 2.02], [1.24, -6.08, 0.75], [4.90, -4.63, -1.23], [3.87, -3.34, -1.60]]}

***

--- three ---
{"formula": "C20H20N2O4S", "method": "wB97M-V/def2-TZVPD", "multiplicity": 1, "homo_ev": -7.905, "gap_ev": 8.199, "lumo_energy_ev": 0.294, "elements": ["C", "C", "C", "C", "O", "N", "C", "C", "C", "C", "C", "C", "S", "H", "H", "H", "H", "C", "H", "H", "C", "O", "N", "H", "C", "C", "C", "C", "C", "C", "C", "H", "O", "C", "O", "H", "H", "H", "H", "H", "H", "H", "H", "H", "H", "H", "H"], "positions_angstrom": [[-3.59, -3.27, 0.30], [-2.29, -3.62, 0.85], [-1.75, -2.66, 1.77], [-1.37, -1.20, 1.09], [-1.48, -0.83, -0.07], [-0.82, -0.19, 1.85], [-0.52, -0.38, 3.23], [0.12, 0.44, 3.88], [0.25, 0.36, 5.23], [-0.53, -0.50, 6.07], [-1.54, -1.42, 5.20], [-1.66, -1.20, 3.83], [-2.71, -2.08, 3.23], [-2.15, -2.05, 5.87], [-0.54, -0.47, 7.08], [1.20, 0.85, 5.75], [1.00, 1.07, 3.47], [-0.56, 1.07, 1.25], [-0.96, 1.78, 2.05], [-1.30, 1.11, 0.39], [0.72, 1.26, 0.66], [1.73, 1.72, 1.10], [0.93, 0.34, -0.47], [0.29, -0.17, -0.88], [1.94, 0.48, -1.22], [2.06, 1.20, -2.33], [2.23, 2.74, -2.22], [1.87, 3.32, -3.51], [1.99, 2.75, -4.71], [1.89, 1.34, -4.69], [1.85, 0.55, -3.67], [1.86, -0.37, -3.72], [1.65, 0.95, -6.04], [1.66, 2.31, -6.74], [1.76, 3.35, -5.91], [2.31, 2.06, -7.59], [0.49, 2.35, -7.30], [2.21, 4.30, -3.40], [2.24, 3.06, -1.39], [3.00, 0.76, -0.62], [2.61, -0.69, -1.24], [-0.50, -3.10, 1.94], [-1.49, -3.61, -0.21], [-2.15, -4.45, 1.25], [-4.36, -3.06, 0.98], [-4.05, -3.96, -0.25], [-3.55, -2.23, -0.15]]}

***

Which structure is most stable? one, by 0.4811 hartree over the runner-up.